Record 1
ORCA calculation (ωB97M-V with the def2-TZVPD basis set) on one molecule with the formula C4H7Cl at a distorted geometry.

Energy above the lowest of the compared OMol25 structures with the same formula, charge and spin: 75.71 kJ/mol
SMILES string: C/C=C(/C)Cl
Highest occupied orbital energy: -0.327 hartree
Maximum force: 0.109 hartree/bohr

```
12
C4H7Cl | the Open Molecules 2025 dataset | ωB97M-V with the def2-TZVPD basis set
C -2.200 -0.040 -0.037
C -0.984 0.870 0.008
C 0.295 0.441 0.069
C 1.478 1.206 -0.050
H -1.839 -0.982 -0.134
H -2.903 0.093 -0.837
H -2.620 0.085 1.030
H -1.154 1.966 0.034
H 2.042 0.730 -0.886
H 2.106 1.387 0.965
H 1.460 2.301 -0.260
Cl 0.669 -1.203 0.009
```



Record 2
ORCA calculation (ωB97M-V with the def2-TZVPD basis set) on one molecule with the formula C4H13N5 at a distorted geometry.

Energy above the lowest of the compared OMol25 structures with the same formula, charge and spin: 35.78 kJ/mol
SMILES string: [H]/N=C(\N)[C@@H](N)[C@H](N)NC
Highest occupied orbital energy: -0.298 hartree
Maximum force: 0.061 hartree/bohr

```
22
C4H13N5 | the Open Molecules 2025 dataset | ωB97M-V with the def2-TZVPD basis set
C -0.096 0.193 1.239
C 0.873 0.764 0.177
C -2.236 0.033 -0.215
N -1.085 -0.670 0.311
C 1.247 -0.437 -0.679
N 0.641 -0.609 2.120
N 0.305 1.830 -0.639
N 0.955 -0.359 -1.996
N 1.888 -1.389 -0.078
H -1.386 -1.459 0.876
H -0.688 0.996 1.713
H 1.775 1.086 0.711
H 1.377 -1.230 1.379
H 0.026 -1.159 2.711
H -0.342 2.394 -0.096
H 1.052 2.432 -0.974
H 0.270 0.336 -2.248
H 0.979 -1.208 -2.547
H 2.073 -2.207 -0.651
H -2.934 -0.675 -0.669
H -2.788 0.610 0.543
H -1.907 0.728 -0.990
```



Record 3
ORCA calculation (ωB97M-V with the def2-TZVPD basis set) on one molecule with the formula C10H9N3S at a distorted geometry.

Energy above the lowest of the compared OMol25 structures with the same formula, charge and spin: 0.00 kJ/mol
SMILES string: [H]/N=C(/Nc1ccccc1)c1cscn1
Highest occupied orbital energy: -0.295 hartree
Maximum force: 0.046 hartree/bohr

```
23
C10H9N3S | the Open Molecules 2025 dataset | ωB97M-V with the def2-TZVPD basis set
N -0.699 -0.735 2.858
N 1.646 -1.442 0.201
S 0.686 -1.948 4.703
C -0.707 -1.051 4.121
C 0.678 -0.868 0.804
C 1.269 -1.848 3.037
C 0.452 -1.162 2.225
C -0.552 1.717 -3.565
C 0.551 0.901 -3.237
C -1.567 1.943 -2.613
C 0.686 0.401 -1.936
C -1.444 1.420 -1.314
C -0.318 0.619 -0.977
N -0.199 0.089 0.301
H 2.138 -2.169 0.721
H -1.474 -0.775 4.821
H 2.214 -2.219 2.696
H -0.637 2.170 -4.525
H 1.311 0.732 -4.015
H -2.421 2.510 -2.923
H 1.543 -0.237 -1.777
H -2.241 1.623 -0.592
H -0.916 0.328 0.988
```



Record 4
ORCA calculation (ωB97M-V with the def2-TZVPD basis set) on C4H8O2 as an isolated structure.

Energy above the lowest of the compared OMol25 structures with the same formula, charge and spin: 570.37 kJ/mol
Highest occupied orbital energy: -0.293 hartree
Maximum force: 0.010 hartree/bohr

```
14
C4H8O2 | the Open Molecules 2025 dataset | ωB97M-V with the def2-TZVPD basis set
C 1.864 0.027 0.746
O 0.897 0.907 0.215
C -0.560 0.387 -0.890
C -0.950 -1.036 -0.608
O -1.874 -0.615 0.401
C -1.486 0.756 0.126
H 1.425 -0.923 1.093
H 2.617 -0.183 -0.022
H 2.363 0.504 1.600
H -0.178 0.844 -1.794
H -0.174 -1.720 -0.248
H -1.472 -1.488 -1.462
H -0.200 1.029 0.732
H -2.271 1.510 0.112
```



Record 5
ORCA calculation (ωB97M-V with the def2-TZVPD basis set) on a 6-piece molecular cluster, C35H55F9N2O16 overall at a distorted geometry.

SMILES string: CCCCCCCCCCCCCN[C@@H]([C@@H](NCC)OC)C(F)(F)C(F)F.O=C1OC[C@@H](F)O1.O=C1OC[C@@H](F)O1.O=C1OC[C@@H](F)O1.O=C1OC[C@@H](F)O1.O=C1OC[C@@H](F)O1
Highest occupied orbital energy: -0.337 hartree
Maximum force: 0.089 hartree/bohr

```
117
C35H55F9N2O16 | the Open Molecules 2025 dataset | ωB97M-V with the def2-TZVPD basis set
C 2.807 3.757 4.540
C 3.794 3.871 3.217
C 4.867 2.614 3.093
C 5.760 2.360 4.446
C 5.885 0.791 4.908
C 5.981 -0.289 3.677
C 7.273 -0.091 2.684
C 7.119 -1.106 1.366
C 6.473 -0.322 0.045
C 4.880 -0.711 0.009
C 4.063 -0.089 -1.294
C 2.522 0.350 -0.878
C 1.662 -0.830 -0.133
N 0.400 -0.365 0.560
C 0.673 0.545 1.737
C -0.106 1.988 1.698
N -0.117 2.678 0.353
C 0.958 3.733 0.219
C 0.633 5.125 1.082
O -1.542 1.810 2.082
C -1.894 2.669 3.222
C 0.365 -0.237 3.183
F -0.962 -0.893 3.220
F 0.398 0.739 4.327
C 1.487 -1.390 3.539
F 2.697 -0.798 4.205
F 0.852 -2.265 4.591
H 2.960 2.772 5.161
H 2.996 4.734 5.190
H 1.687 3.863 4.142
H 4.308 4.934 3.116
H 3.084 3.773 2.267
H 5.633 2.909 2.236
H 4.256 1.687 2.719
H 6.841 2.807 4.252
H 5.346 2.957 5.390
H 4.956 0.569 5.622
H 6.846 0.702 5.599
H 6.107 -1.361 4.185
H 4.984 -0.341 3.059
H 8.266 -0.454 3.225
H 7.375 1.007 2.237
H 6.373 -2.001 1.599
H 8.151 -1.578 1.040
H 7.045 -0.692 -0.932
H 6.684 0.832 0.176
H 4.352 -0.246 0.966
H 4.667 -1.882 0.082
H 4.003 -0.833 -2.207
H 4.653 0.870 -1.690
H 2.650 1.304 -0.172
H 1.948 0.729 -1.825
H 1.308 -1.581 -0.991
H 2.271 -1.482 0.626
H -0.102 -1.240 0.832
H 1.838 0.801 1.788
H 0.475 2.697 2.462
H -0.140 2.013 -0.451
H 2.045 3.325 0.402
H 0.938 4.082 -0.922
H 0.343 4.918 2.198
H -0.210 5.728 0.495
H 1.586 5.841 1.055
H -1.288 3.666 3.302
H -1.840 1.990 4.189
H -3.042 2.961 3.102
H 1.749 -2.106 2.652
C -3.186 0.190 -0.592
C -2.322 -0.269 -1.716
O -3.149 -1.166 -2.422
C -4.419 -0.720 -2.208
O -5.386 -1.063 -2.869
O -4.477 0.166 -1.168
F -1.251 -0.953 -1.253
H -3.159 -0.488 0.268
H -2.927 1.197 -0.253
H -1.992 0.532 -2.386
C 1.746 -5.778 1.611
C 2.454 -6.446 0.482
O 2.423 -5.481 -0.545
C 2.403 -4.280 0.098
O 2.647 -3.212 -0.439
O 2.082 -4.418 1.421
F 1.773 -7.536 0.064
H 0.658 -5.894 1.556
H 2.089 -6.133 2.586
H 3.493 -6.717 0.702
C -8.542 -0.733 -1.902
C -8.574 -1.975 -1.080
O -9.780 -1.863 -0.358
C -10.604 -1.130 -1.158
O -11.812 -1.052 -1.008
O -9.913 -0.498 -2.156
F -7.550 -1.995 -0.197
H -8.122 0.122 -1.363
H -7.988 -0.865 -2.836
H -8.580 -2.901 -1.665
C -1.471 2.854 -6.385
C -2.804 2.191 -6.306
O -2.731 1.443 -5.114
C -1.869 2.133 -4.315
O -1.760 1.956 -3.113
O -1.148 3.055 -5.023
F -2.978 1.334 -7.337
H -0.709 2.219 -6.848
H -1.511 3.805 -6.923
H -3.649 2.887 -6.253
C -7.088 -2.700 -5.567
C -7.676 -3.898 -4.903
O -8.667 -4.324 -5.810
C -8.216 -3.937 -7.036
O -8.655 -4.361 -8.092
O -7.204 -3.021 -6.938
F -8.278 -3.558 -3.741
H -7.649 -1.782 -5.360
H -6.042 -2.542 -5.289
H -6.962 -4.710 -4.729
```



Record 6
ORCA calculation (ωB97M-V with the def2-TZVPD basis set) on one molecule with the formula C23H18ClFN2O3S at a distorted geometry.

Energy above the lowest of the compared OMol25 structures with the same formula, charge and spin: 3.81 kJ/mol
SMILES string: Cc1ccc(S(=O)(=O)n2ccc(-c3cccc(OCc4c(F)cccc4Cl)c3)n2)cc1
Highest occupied orbital energy: -0.315 hartree
Maximum force: 0.020 hartree/bohr

```
49
C23H18ClFN2O3S | the Open Molecules 2025 dataset | ωB97M-V with the def2-TZVPD basis set
C 2.371 -5.347 -1.021
C 1.550 -4.403 -1.842
C 0.520 -3.674 -1.250
C -0.259 -2.814 -2.000
C 0.002 -2.686 -3.350
C 1.018 -3.389 -3.964
C 1.789 -4.253 -3.205
H 2.584 -4.813 -3.673
H 1.184 -3.254 -5.021
S -0.953 -1.532 -4.304
O -2.308 -1.489 -3.860
O -0.682 -1.661 -5.703
N -0.197 -0.059 -3.839
C 0.415 0.870 -4.615
C 0.921 1.824 -3.776
C 0.566 1.390 -2.471
N -0.103 0.249 -2.543
C 0.843 2.036 -1.197
C 1.789 3.056 -1.095
C 2.022 3.654 0.126
C 1.325 3.265 1.259
C 0.375 2.254 1.165
C 0.145 1.640 -0.063
H -0.590 0.856 -0.136
O -0.377 1.794 2.204
C -0.317 2.480 3.438
C -1.447 1.980 4.296
C -1.219 1.267 5.467
C -2.242 0.789 6.264
C -3.550 1.022 5.879
C -3.822 1.725 4.719
C -2.777 2.198 3.940
Cl -3.133 3.084 2.507
H -4.839 1.912 4.414
H -4.362 0.654 6.485
H -2.004 0.246 7.164
F 0.053 1.042 5.854
H 0.645 2.297 3.935
H -0.440 3.562 3.280
H 1.535 3.751 2.199
H 2.760 4.440 0.208
H 2.346 3.370 -1.964
H 1.449 2.712 -4.052
H 0.422 0.754 -5.678
H -1.058 -2.237 -1.565
H 0.334 -3.784 -0.192
H 1.802 -6.254 -0.820
H 2.629 -4.899 -0.064
H 3.284 -5.625 -1.539
```



no.,E_LUMO (eV)
1,0.99
2,1.02
3,0.33
4,0.94
5,0.14
6,0.47